DFT (the ωB97M-V functional and the def2-TZVPD basis) results for a cluster of 11 separate species, C40H93FN5O10 in total in a non-equilibrium geometry.

E = -73618.9522 eV
lowest unoccupied orbital energy = -3.64 eV
F_max = 6.55 eV Å⁻¹

Structure (ORCA input):
```
! RIJCOSX wB97M-V def2-TZVPD def2/J DEFGRID3
* xyz 1 1
H 5.907 4.421 0.183
H -12.533 1.854 -9.524
C -12.411 2.013 -8.449
C 4.564 -4.178 -3.522
H 7.610 -3.613 4.649
C -2.942 0.224 -6.829
O -5.346 0.236 2.754
H -0.699 3.005 -0.052
H 1.967 1.555 7.597
H -11.838 4.076 -8.648
C -2.270 1.783 10.141
H -12.022 1.077 -8.033
H 4.113 2.338 -1.177
H -2.574 -0.648 -6.279
H -5.210 4.461 -8.784
H -3.051 0.892 -8.887
H -4.834 1.055 2.720
H 6.788 3.728 -2.065
H 4.251 4.040 -1.668
H 5.197 -0.692 7.859
H -3.361 0.287 0.957
H -1.672 -0.139 -8.541
H 4.964 -3.629 -1.481
H 2.108 -1.928 1.647
H 0.355 -3.272 6.435
H -0.334 -1.679 1.113
H 5.156 -4.609 3.394
H 7.940 -5.187 1.230
O -2.179 1.350 -6.397
C -1.682 2.316 -3.302
H -3.697 0.199 9.860
N 6.732 1.188 5.050
O -0.463 0.958 -1.733
H 0.139 -0.662 2.491
H 7.312 -4.507 -3.248
C -0.895 3.240 -1.103
C -6.944 3.195 -10.549
H -6.024 3.503 -11.057
O 2.507 0.071 1.528
H 6.505 -5.978 1.918
H -3.773 1.656 7.814
H 4.242 -4.348 8.519
H -4.902 2.138 -9.400
C 1.686 -0.132 6.493
H 0.052 3.578 -1.534
H -10.557 4.211 -6.519
H -10.828 2.502 -6.217
C 1.020 -2.339 6.403
H -5.959 3.887 -7.301
H -2.673 -1.737 3.264
H 8.723 -4.520 3.603
H 5.636 -3.145 8.409
H -6.876 4.943 -8.397
N 2.419 -2.307 6.027
H 6.488 -5.541 -2.061
C 6.912 -5.025 1.564
C 7.672 -4.376 3.868
C -6.157 4.121 -8.351
H 3.515 0.427 3.655
C -4.409 0.452 -6.502
H -1.320 2.132 9.721
H -0.762 2.622 -3.810
H -3.377 -0.026 7.403
O 5.491 -3.770 3.047
H -2.423 3.111 -3.413
H 5.758 1.628 3.080
H 3.571 3.605 -0.086
H -7.686 3.989 -10.660
H 7.789 3.086 -0.745
C 0.276 -0.825 1.417
H -0.099 0.070 0.911
H -4.732 -0.598 0.306
C -11.257 3.389 -6.694
C 5.492 -3.651 -2.438
C 4.043 -0.329 5.797
H 7.404 -4.111 -1.540
C -3.354 -0.906 3.469
H -7.306 2.302 -11.064
H 3.910 -2.481 8.322
H 7.219 -3.016 2.266
H -4.787 1.345 -7.006
H -2.340 1.667 -1.360
O -10.192 2.880 -8.791
O -5.721 1.840 -8.981
C 6.742 -4.508 -2.314
N 2.766 -1.007 6.099
H -9.843 2.073 -8.388
C 1.956 -1.269 -0.394
C -3.918 -0.653 1.034
N 0.550 -1.011 6.697
C 5.723 3.414 -0.202
C 5.256 -0.226 6.806
C 1.744 -1.056 1.095
H -0.992 -0.184 9.093
H 4.246 -5.201 -3.306
C 6.479 0.560 6.296
O 5.785 2.517 0.907
H 3.677 -3.546 -3.608
H -1.613 4.063 -1.149
C 4.693 -3.526 6.433
H -2.496 2.126 -6.878
C 6.851 -3.969 2.655
H -3.254 -1.476 0.756
O -1.813 -0.491 9.501
H -3.766 -1.032 4.474
N 1.642 1.210 6.674
H 6.308 -4.723 0.705
H -13.393 2.208 -8.011
H 5.437 -2.799 5.965
H 1.396 -2.136 -0.753
H -3.291 -0.855 -8.678
C -4.470 -0.844 2.438
C -2.732 0.013 -8.320
C -3.026 0.866 7.928
H 6.334 -2.317 -3.592
H -5.019 -0.403 -6.806
H -2.994 2.600 10.093
H -2.103 1.184 7.432
O 5.866 -2.309 -2.746
H 7.336 0.651 7.065
H 1.639 -0.390 -0.962
H -2.045 1.424 -3.818
H 5.624 1.623 0.576
H 5.058 -4.165 -4.499
C -1.418 2.014 -1.835
C -6.678 2.894 -9.083
H -2.082 1.543 11.191
C 4.337 3.351 -0.825
H 1.325 1.901 5.987
C -2.774 0.557 9.396
H 3.489 -3.522 4.511
H 6.662 2.025 -1.575
H 7.292 -5.306 4.303
F 5.220 -4.870 6.202
H -2.777 0.024 3.478
C -11.452 3.163 -8.185
H 3.017 -1.422 -0.614
C 5.673 1.125 4.106
H -5.060 -1.764 2.479
H -4.543 0.613 -5.428
H 0.356 1.255 -2.151
H -12.204 3.626 -6.203
C 3.290 -3.451 5.643
C 6.800 3.048 -1.210
C 4.355 0.413 4.458
C 4.568 -3.374 8.025
H 2.710 -4.417 5.908
H -7.598 2.546 -8.607
H 2.192 0.847 1.045
*
```